1.
Molecular formula: C38H61F3N3O4P
Method: DFT, the ωB97M-V functional and the def2-TZVPD basis

Each line ends with the Löwdin charge.
Atoms and positions in Å:
C -4.295 0.746 -0.099  -0.043
C -3.200 0.969 0.802  -0.164
C -2.208 -0.209 1.321  -0.351
C -2.829 -1.596 0.879  -0.081
C -2.671 -2.069 -0.615  -0.196
O -2.070 -3.139 -0.863  -0.009
O -2.146 -0.048 2.760  -0.124
C -3.345 -0.400 3.447  -0.281
C -3.216 -1.879 4.135  -0.205
N -1.834 -2.198 4.584  -0.002
C -3.708 0.583 4.701  -0.129
C -2.559 1.626 5.070  -0.200
C -1.209 0.975 5.634  -0.190
C -0.752 1.807 6.924  -0.209
C -0.021 3.196 6.607  -0.273
N 1.447 2.977 6.730  -0.030
C -0.693 0.098 0.767  -0.405
C 0.199 0.923 1.843  -0.143
C -0.244 2.402 2.192  -0.175
C 0.931 3.517 1.981  -0.082
C 1.041 4.505 3.253  -0.417
O 2.037 4.602 3.977  0.065
O -0.111 5.321 3.514  0.028
N 0.087 -1.104 0.445  -0.156
C 1.138 -1.037 -0.554  -0.207
C 1.315 -2.536 -1.179  -0.158
C 2.393 -2.390 -2.394  -0.245
C 1.921 -3.208 -3.712  -0.122
C 0.314 -2.045 1.552  -0.147
C 1.785 -2.217 2.118  -0.298
C 1.620 -2.839 3.612  -0.057
F 2.556 -1.020 2.291  -0.070
P -0.990 1.337 -0.656  1.012
C -1.467 0.514 -2.278  -0.279
C 0.624 2.287 -1.084  -0.269
H -4.477 1.350 -1.047  0.066
H -5.008 -0.112 0.125  0.061
H -3.114 2.047 1.186  0.100
H -2.361 -2.414 1.539  0.117
H -3.954 -1.654 1.119  0.124
H -3.133 -1.502 -1.485  0.111
H -4.300 -0.436 2.835  0.136
H -3.995 -2.029 4.963  0.120
H -3.485 -2.668 3.336  0.103
H -1.416 -2.948 4.025  0.049
H -1.806 -2.429 5.591  0.081
H -3.950 0.001 5.651  0.106
H -4.665 1.153 4.426  0.114
H -2.979 2.280 5.922  0.113
H -2.431 2.326 4.184  0.096
H -1.496 -0.071 6.022  0.096
H -0.394 0.810 4.861  0.095
H -0.048 1.179 7.582  0.107
H -1.645 2.059 7.608  0.104
H -0.369 3.574 5.590  0.089
H -0.306 3.995 7.385  0.120
H 1.948 3.804 7.063  0.063
H 1.822 2.617 5.847  0.057
H 0.361 0.362 2.823  0.112
H 1.246 0.981 1.364  0.101
H -0.434 2.440 3.329  0.086
H -1.187 2.807 1.719  0.087
H 0.740 4.195 1.090  0.099
H 1.932 2.965 1.936  0.128
H -0.512 5.533 2.646  0.105
H 0.986 -0.405 -1.480  0.091
H 2.199 -0.773 -0.173  0.132
H 0.354 -2.892 -1.668  0.095
H 1.771 -3.269 -0.449  0.093
H 2.670 -1.309 -2.612  0.099
H 3.365 -2.908 -2.056  0.102
H 1.373 -4.159 -3.368  0.080
H 1.217 -2.544 -4.309  0.075
H 2.840 -3.556 -4.280  0.056
H -0.020 -3.088 1.180  0.141
H -0.363 -1.850 2.464  0.106
H 2.448 -2.967 1.575  0.135
H 1.302 -2.043 4.360  0.087
H 0.856 -3.698 3.525  0.084
H 2.611 -3.343 3.882  0.082
H -0.944 1.043 -3.153  0.035
H -2.590 0.468 -2.492  0.036
H -1.092 -0.577 -2.305  0.042
H 0.471 3.398 -0.885  0.026
H 0.795 2.202 -2.221  0.032
H 1.549 1.844 -0.599  0.043
F 3.772 -3.273 -7.101  0.057
C 3.473 -4.515 -7.513  -0.293
C 2.620 -4.689 -8.591  -0.019
C 2.315 -5.976 -9.020  -0.084
C 2.858 -7.075 -8.360  -0.100
C 3.709 -6.889 -7.276  -0.084
C 4.024 -5.602 -6.853  -0.023
H 2.200 -3.821 -9.087  0.116
H 1.654 -6.122 -9.868  0.104
H 2.615 -8.079 -8.693  0.100
H 4.128 -7.746 -6.760  0.105
H 4.692 -5.438 -6.015  0.115
F -0.150 2.782 -4.529  0.042
C 0.328 3.928 -5.043  -0.281
C 0.147 4.197 -6.390  -0.016
C 0.637 5.385 -6.921  -0.081
C 1.313 6.285 -6.101  -0.096
C 1.493 6.002 -4.751  -0.080
C 0.994 4.819 -4.217  -0.016
H -0.375 3.481 -7.014  0.117
H 0.494 5.609 -7.972  0.106
H 1.699 7.210 -6.517  0.102
H 2.023 6.702 -4.115  0.106
H 1.117 4.586 -3.166  0.100

Properties
- Calculated total energy: -2590.38694 hartree
- SMILES: C=C[C@](CC=O)(O[C@@H](CN)CCCCCN)[C@@](CCCC(=O)O)(N(CCCC)C[C@H](C)F)P(C)C.Fc1ccccc1.Fc1ccccc1
- Total charge: 0

---

2.
Molecular formula: C38H63Cl2I2N7O5PS2SiTl
Method: DFT, the ωB97M-V functional and the def2-TZVPD basis

Each line ends with the Löwdin charge.
Atoms and positions in Å:
Tl 1.794 -1.200 -1.311  0.613
S -0.217 0.608 -3.217  0.478
C -1.724 0.613 -2.298  -0.697
N -2.498 1.820 -2.412  -0.144
C -3.690 1.893 -1.595  -0.166
C -4.393 0.562 -1.613  -0.184
N -3.530 -0.427 -1.005  -0.139
C -4.224 -1.675 -0.744  -0.159
C -4.637 -1.849 0.703  -0.182
C -4.768 -0.760 1.557  -0.048
C -5.194 -0.930 2.867  -0.107
C -5.486 -2.199 3.349  -0.115
C -5.347 -3.295 2.507  -0.098
C -4.929 -3.117 1.196  -0.051
C -2.223 -0.452 -1.624  -0.535
S -1.353 -1.976 -1.575  0.786
C -1.762 3.066 -2.357  -0.199
C -2.443 4.135 -3.178  -0.204
C -2.713 5.397 -2.667  -0.051
C -3.304 6.378 -3.457  -0.110
C -3.636 6.099 -4.774  -0.123
C -3.373 4.834 -5.293  -0.096
C -2.783 3.862 -4.502  -0.026
H -4.344 2.675 -1.994  0.122
H -3.443 2.157 -0.552  0.115
H -4.636 0.298 -2.658  0.133
H -5.330 0.619 -1.052  0.117
H -3.624 -2.530 -1.053  0.056
H -5.135 -1.715 -1.361  0.128
H -4.502 0.222 1.188  0.091
H -5.284 -0.069 3.519  0.092
H -5.804 -2.335 4.375  0.088
H -5.540 -4.294 2.876  0.097
H -4.790 -3.981 0.554  0.113
H -0.769 2.873 -2.769  0.050
H -1.639 3.414 -1.319  0.102
H -2.459 5.612 -1.634  0.103
H -3.508 7.358 -3.041  0.089
H -4.098 6.859 -5.394  0.087
H -3.626 4.609 -6.322  0.093
H -2.572 2.872 -4.888  0.117
N 1.871 -3.317 0.655  -0.024
C 1.614 -4.665 0.144  -0.257
C 2.273 -4.877 -1.210  -0.282
N 1.713 -3.954 -2.194  -0.038
H 2.795 -3.253 1.066  0.045
H 1.175 -3.033 1.336  0.053
H 0.536 -4.783 0.038  0.096
H 1.961 -5.448 0.831  0.108
H 2.155 -5.934 -1.489  0.104
H 3.345 -4.679 -1.127  0.047
H 0.725 -4.130 -2.343  0.041
H 2.189 -3.995 -3.086  0.072
C 5.897 -0.710 2.480  -0.179
O 4.561 -0.959 2.895  -0.380
P 3.300 -0.367 1.986  0.858
O 3.529 1.242 2.164  -0.363
C 3.584 1.838 3.452  -0.133
O 2.202 -0.576 3.196  -0.374
C 2.153 -1.764 3.971  -0.147
H 6.445 -0.287 3.326  0.077
H 5.941 -0.004 1.647  0.047
H 6.372 -1.640 2.166  0.065
H 3.929 2.863 3.314  0.081
H 4.280 1.304 4.103  0.077
H 2.598 1.844 3.919  0.074
H 2.667 -2.595 3.485  0.070
H 1.107 -2.029 4.114  0.047
H 2.630 -1.595 4.939  0.080
O 2.117 -1.292 -4.544  -0.149
H 2.627 -0.477 -4.487  0.005
H 1.210 -1.006 -4.329  -0.080
I 5.239 -1.730 -0.944  0.608
I 6.601 -4.395 -1.079  -0.344
C -1.594 1.120 3.339  -0.094
C -1.871 1.377 1.859  -0.232
N -0.830 2.145 1.197  -0.080
C -0.769 3.566 1.495  -0.237
C 0.320 3.951 2.496  -0.071
C 0.236 1.479 0.613  -0.429
C 1.223 2.284 -0.199  -0.036
N 0.434 0.223 0.667  0.089
H -2.366 0.475 3.762  0.045
H -1.582 2.055 3.904  0.059
H -0.627 0.628 3.464  0.060
H -2.807 1.935 1.754  0.102
H -2.009 0.438 1.318  0.089
H -1.748 3.842 1.895  0.114
H -0.639 4.145 0.578  0.088
H 0.152 3.473 3.462  0.060
H 0.338 5.035 2.644  0.070
H 1.300 3.638 2.136  0.062
H 1.138 1.936 -1.233  0.027
H 2.232 2.066 0.152  0.056
H 1.060 3.359 -0.184  0.067
H -0.239 -0.328 1.192  0.011
C 4.646 3.123 -1.262  -0.166
Si 5.322 1.424 -1.651  0.166
C 7.146 1.457 -1.213  -0.194
C 5.184 1.175 -3.501  -0.171
O 4.520 0.273 -0.803  -0.888
H 5.319 3.880 -1.677  0.025
H 4.566 3.285 -0.184  0.025
H 3.657 3.271 -1.700  0.024
H 7.668 2.229 -1.786  0.020
H 7.623 0.496 -1.418  0.010
H 7.283 1.677 -0.150  0.022
H 5.885 1.827 -4.031  0.024
H 4.176 1.422 -3.846  0.027
H 5.400 0.142 -3.783  0.021
Cl -1.571 -2.209 2.925  0.736
C -1.976 -3.627 1.985  -0.590
C -2.353 -4.747 2.677  -0.172
C -2.715 -5.912 2.001  -0.144
C -2.672 -5.874 0.619  -0.184
C -2.289 -4.740 -0.078  -0.614
Cl -2.284 -4.958 -1.829  0.606
C -1.893 -3.500 0.546  -0.504
N -1.489 -2.324 0.093  -0.301
H -2.373 -4.701 3.758  0.092
H -3.008 -6.807 2.533  0.079
H -2.932 -6.752 0.040  0.084

Properties
- Energy above the lowest of the compared OMol25 structures with the same formula, charge and spin: 0.0 kJ/mol
- Total charge: -2